Formula: C4H3NO2
Source: the Open Molecules 2025 dataset
Level of theory: wB97M-V/def2-TZVPD

Bonds (Å) are listed after each position.
Geometry (Å):
1 O -0.51 0.05 -1.86  C2 1.164
2 C -0.81 -0.22 -0.77  O1 1.164, C3 1.288
3 C -1.17 -0.50 0.44  C2 1.288, C4 1.505, H6 1.139
4 C -1.81 0.46 1.41  C3 1.505, O5 1.197, H7 1.142
5 O -2.03 0.13 2.54  C4 1.197
6 H -1.12 -1.46 1.04  C3 1.139
7 H -2.01 1.49 0.97  C4 1.142
8 C 3.18 0.07 -1.27  N9 1.140, H10 1.118
9 N 3.95 -0.32 -0.52  C8 1.140
10 H 2.34 0.30 -1.98  C8 1.118

LUMO energy: -0.1270 eV
orbital gap: 0.37648 Ha
max |F|: 4.22 eV/Å
total charge: 0
SMILES: O=C=CC=O.C#N